No. 1
# C2H4S2

The molecule C2H4S2 in a non-equilibrium geometry (ωB97M-V/def2-TZVPD, OMol25).

Summary:
Kohn-Sham gap = 9.853 eV
Calculated total energy = -23807.9812 eV
Net charge = 0
Spin multiplicity = 1
E_LUMO = 0.89 eV
HOMO level = -9.0 eV
Energy above the lowest of the compared OMol25 structures with the same formula, charge and spin = 20.7 kcal/mol
SMILES string = S[C@H]1CS1

Each line ends with the natural charge from an NBO analysis.
Geometry (Å):
S -1.201 1.373 -0.111  0.14
S 1.921 0.837 -0.073  -0.01
C 0.224 0.438 -0.542  -0.48
C -0.752 -0.355 0.205  -0.48
H 0.306 0.225 -1.690  0.24
H -1.206 -0.998 -0.452  0.23
H 1.714 1.543 1.121  0.14
H -0.438 -0.528 1.157  0.23

No. 2
# C16H14BF5N6STi

C16H14BF5N6STi as an isolated structure in a non-equilibrium geometry (ωB97M-V/def2-TZVPD, OMol25).

Summary:
Kohn-Sham gap (spin up / spin down) = 6.471 / 8.722 eV
Calculated total energy = -73975.1574 eV
Net charge = 0
Spin multiplicity = 3
E_LUMO (spin up / spin down) = 0.35 / 0.33 eV
HOMO level (spin up / spin down) = -6.1 / -8.4 eV
Energy above the lowest of the compared OMol25 structures with the same formula, charge and spin = 0.0 kcal/mol

Each line ends with the natural charge from an NBO analysis.
Geometry (Å):
Ti -0.085 -0.158 -0.847  1.16
S -2.267 0.023 -1.183  -0.28
F -4.491 -2.488 2.729  -0.29
F -6.006 -0.310 3.396  -0.29
F -3.661 2.294 0.209  -0.30
F -2.641 -2.332 0.736  -0.30
F -5.491 2.115 2.210  -0.30
N 2.125 0.917 -2.290  -0.33
N 2.012 -1.674 -2.047  -0.32
N 2.881 -0.231 -0.151  -0.32
N 1.721 -0.090 0.565  -0.38
N 0.799 1.240 -1.962  -0.40
N 0.671 -1.803 -1.667  -0.42
C 0.549 2.481 -2.491  -0.01
C -3.922 1.079 0.754  0.31
C 3.953 -0.222 0.687  0.00
C 2.084 0.016 1.877  -0.03
C -3.407 -1.246 1.021  0.32
C 3.471 -0.058 1.995  -0.35
C -4.823 1.011 1.811  0.31
C -5.059 -0.208 2.445  0.26
C -3.254 -0.064 0.283  -0.26
C 1.370 -3.755 -2.542  -0.35
C -4.310 -1.323 2.075  0.27
C 2.641 1.933 -3.002  0.02
C 1.694 2.944 -3.151  -0.35
C -1.113 1.858 3.612  -0.85
C 0.292 -3.081 -1.964  0.01
C 2.413 -2.839 -2.579  0.03
B 2.829 -0.375 -1.720  0.54
H -0.021 1.932 3.740  0.21
H -1.497 2.807 3.215  0.22
H -1.589 1.634 4.551  0.22
H 3.941 -0.439 -2.121  -0.03
H -0.389 2.976 -2.343  0.23
H 4.980 -0.331 0.344  0.23
H 1.379 -4.764 -2.888  0.24
H 1.812 3.870 -3.666  0.23
H 3.403 -2.950 -2.979  0.23
H 1.352 0.136 2.650  0.22
H -0.692 -3.449 -1.732  0.23
H -1.344 1.061 2.903  0.21
H 4.054 -0.007 2.904  0.23
H 3.638 1.869 -3.386  0.22